[1]
{"formula": "C19H42P2SiSr", "method": "the ωB97M-V functional and the def2-TZVPD basis", "symbols": ["P", "P", "C", "C", "H", "H", "H", "H", "C", "H", "H", "H", "C", "H", "H", "H", "C", "H", "H", "H", "C", "H", "H", "H", "Sr", "C", "C", "C", "C", "C", "C", "C", "C", "C", "H", "H", "H", "H", "H", "H", "H", "H", "H", "H", "H", "H", "H", "H", "H", "C", "Si", "C", "C", "C", "H", "H", "H", "H", "H", "H", "H", "H", "H", "H", "H"], "positions_angstrom": [[1.036125, -2.247375, 0.250229], [1.044552, 2.217749, 0.699530], [1.332186, -0.680055, -0.658794], [1.874266, 0.590562, 0.065638], [0.560226, -0.461236, -1.447500], [2.154708, -1.005986, -1.320324], [2.439509, 0.287323, 0.965527], [2.605097, 1.025157, -0.626268], [-0.535084, 2.737387, -0.114209], [-1.355530, 2.660892, 0.605451], [-0.862842, 2.263982, -1.057444], [-0.419233, 3.801775, -0.365449], [2.161454, 3.454120, -0.089063], [1.772266, 3.805729, -1.059498], [3.179827, 3.055892, -0.216039], [2.200940, 4.295262, 0.620416], [-0.125405, -3.379745, -0.503920], [-0.107151, -4.287985, 0.114355], [0.169055, -3.674577, -1.516462], [-1.168724, -3.030223, -0.524841], [2.617431, -3.081742, 0.111794], [3.474169, -2.394829, 0.219967], [2.688665, -3.539151, -0.890266], [2.698223, -3.897657, 0.840419], [-1.821739, -0.207106, -1.746056], [-0.240342, 1.038823, -3.197366], [-1.548593, 1.368825, -3.513718], [-2.485509, 0.448823, -4.245147], [-2.030170, -1.044196, -4.510861], [-1.213799, -1.777545, -3.458024], [0.148844, -1.814118, -3.359981], [1.095636, -0.979347, -4.131856], [0.738257, 0.517201, -4.238367], [0.463569, -2.007561, 1.914507], [0.267284, 1.545981, -2.357888], [-2.022257, 2.268313, -3.092499], [-2.751897, 0.876938, -5.226004], [-3.486326, 0.445255, -3.743703], [-2.978290, -1.601258, -4.667197], [-1.542288, -1.092386, -5.497503], [-1.766670, -2.604342, -2.951576], [0.620582, -2.703671, -2.931556], [1.234388, -1.398973, -5.144635], [2.107335, -1.063018, -3.703499], [1.681657, 1.100407, -4.130054], [0.376638, 0.747165, -5.262455], [0.705907, -0.989711, 2.235121], [0.967391, -2.738398, 2.566294], [-0.631880, -2.145781, 1.981838], [-2.797671, 0.641522, 4.878546], [-0.929244, 0.945725, 4.724693], [-0.506640, 2.467593, 5.783537], [0.001222, -0.531010, 5.471358], [-0.474685, 1.224778, 2.967445], [-3.138752, 0.637722, 5.927309], [-3.062408, -0.325762, 4.425253], [-3.347990, 1.427968, 4.339660], [-0.960248, 2.418929, 6.788003], [0.584057, 2.569074, 5.908846], [-0.874686, 3.379723, 5.287510], [0.075890, -1.361628, 4.754621], [1.023561, -0.245186, 5.764498], [-0.510162, -0.902698, 6.374518], [-0.923584, 1.988292, 2.332215], [0.518896, 0.959395, 2.580933]], "atomic_forces_ev_per_a": [[0.0, 1.3, -0.4], [0.3, 0.1, 0.3], [-0.1, -0.2, -0.4], [0.1, 0.1, -0.3], [0.1, 0.3, 0.4], [-0.2, 0.0, 0.1], [-0.2, 0.1, -0.3], [0.1, -0.4, 0.1], [-0.5, -0.2, -0.5], [0.2, -0.1, -0.1], [0.3, 0.2, 0.3], [0.0, -0.2, 0.1], [0.1, 0.1, -0.6], [0.4, 0.0, 0.2], [-0.3, 0.2, 0.1], [0.1, -0.2, -0.4], [-0.4, -0.7, -0.4], [0.0, 0.2, 0.0], [-0.1, 0.1, 0.4], [0.4, 0.1, 0.1], [0.6, -0.6, 0.1], [-0.5, -0.2, 0.1], [-0.1, 0.3, 0.3], [0.1, 0.2, -0.1], [-0.8, 1.0, 2.0], [2.4, -0.7, 0.5], [-1.7, 0.9, 0.1], [0.2, 0.4, -0.7], [-0.8, 0.7, -0.3], [1.1, -2.4, -1.2], [-1.2, -0.8, -1.0], [0.9, 0.5, -0.4], [0.3, 0.7, -0.2], [0.1, -0.4, 0.6], [-0.3, 0.3, -0.8], [0.0, 0.0, -0.4], [-0.1, -0.4, 0.1], [-0.1, -0.4, 0.3], [0.6, 0.1, 0.2], [0.3, 0.1, 0.5], [0.3, 0.4, -0.3], [-0.3, 0.5, 0.3], [-0.2, -0.1, 0.2], [-0.3, -0.1, 0.1], [-0.3, -0.4, -0.2], [0.0, -0.1, 0.5], [-0.3, 0.0, 0.1], [-0.2, 0.2, -0.1], [0.6, 0.2, -0.1], [0.0, 0.0, 0.3], [0.1, 0.5, -1.3], [-0.1, 0.0, 0.4], [0.1, -0.1, 0.2], [-0.2, -1.2, 0.1], [0.0, 0.0, -0.3], [0.1, 0.3, 0.1], [0.1, -0.2, 0.1], [0.1, 0.1, -0.2], [-0.3, 0.0, -0.1], [0.1, -0.3, 0.1], [-0.1, 0.1, 0.2], [-0.2, -0.1, -0.1], [0.2, 0.1, -0.2], [0.0, 0.0, 0.6], [-0.4, 0.2, 0.8]], "lowdin_charge": [0.856, 0.908, -0.338, -0.349, 0.000, 0.078, 0.064, 0.049, -0.290, 0.012, -0.020, 0.047, -0.323, 0.034, 0.029, 0.033, -0.200, 0.078, 0.039, 0.057, -0.182, 0.075, 0.070, 0.064, 1.144, -0.413, -0.442, -0.307, -0.196, -0.331, -0.188, -0.209, -0.206, -0.191, 0.054, 0.076, 0.107, 0.072, 0.110, 0.121, 0.095, 0.082, 0.122, 0.096, 0.104, 0.112, 0.014, 0.070, 0.073, -0.226, 0.336, -0.225, -0.205, -0.290, 0.015, 0.009, 0.018, 0.012, 0.016, 0.018, -0.009, 0.020, 0.022, -0.123, -0.151], "largest_force_ev_per_a": 2.9, "total_energy_ha": -1751.65621, "de_lowest_kj_mol": 378.7, "lumo_energy_ha": [-0.0216, -0.0159], "orbital_gap_ha": [0.1341, 0.1343]}


[2]
{"formula": "C5H10N2", "method": "the ωB97M-V functional and the def2-TZVPD basis", "symbols": ["C", "C", "C", "C", "C", "N", "N", "H", "H", "H", "H", "H", "H", "H", "H", "H", "H"], "positions_angstrom": [[-0.154295, 0.100737, 0.123894], [-0.790709, -0.905924, -0.743309], [-1.172980, 0.710699, 1.054624], [-0.629378, 1.533182, -0.065123], [1.266782, -0.183001, 0.566770], [-2.015390, -1.228386, -0.502654], [2.194139, -0.066766, -0.558024], [-0.198707, -1.335588, -1.561190], [-0.846091, 1.018922, 2.037689], [-2.167269, -0.176029, 0.781937], [-2.411053, -1.893517, -1.157485], [3.150744, -0.159350, -0.237865], [2.028275, -0.804755, -1.233667], [0.139266, 2.284467, 0.072029], [-1.239992, 1.721529, -0.938285], [1.293574, -1.177664, 1.047285], [1.553085, 0.561441, 1.313375]], "atomic_forces_ev_per_a": [[0.4, 0.4, 0.8], [-1.3, -0.5, 0.1], [-1.9, -2.3, -0.6], [-0.2, -0.6, -0.9], [-0.2, 0.0, -0.3], [1.2, -0.1, -1.0], [0.1, 0.0, 0.0], [-0.2, 0.0, 0.1], [-0.2, -0.4, 0.2], [2.3, 3.4, 1.3], [0.1, -0.1, -0.1], [0.0, -0.1, -0.1], [0.1, 0.1, 0.0], [-0.1, 0.0, 0.4], [-0.1, 0.0, 0.0], [0.0, 0.2, 0.0], [-0.1, -0.1, 0.0]], "lowdin_charge": [-0.476, -0.147, -0.111, -0.092, -0.236, 0.067, 0.002, 0.123, 0.084, 0.172, 0.064, 0.063, 0.053, 0.103, 0.095, 0.117, 0.118], "largest_force_ev_per_a": 4.3, "total_energy_ha": -305.92762, "de_lowest_kj_mol": 252.7, "lumo_energy_ha": 0.0326, "orbital_gap_ha": 0.3622}